Entry 1:
ORCA calculation (the ωB97M-V functional and the def2-TZVPD basis) on a structure of composition C27H55Br24F3N in a non-equilibrium geometry.

```
! wB97M-V def2-TZVPD RIJCOSX def2/J DEFGRID3
* xyz 1 1
N -2.91136 2.28212 -0.42445
C -1.66259 2.90616 -1.03269
C -0.88911 3.72143 -0.03026
C -0.84173 5.16971 -0.29760
F 0.14464 5.43682 -1.08997
F -1.89852 5.61197 -0.83531
F -0.61272 5.79994 0.76225
H -3.73994 2.77626 -0.74439
H -2.91371 2.29152 0.59925
H -3.02638 1.32382 -0.76823
H -1.95572 3.46237 -1.87802
H -1.05641 2.11139 -1.35785
H 0.12565 3.42319 -0.08713
H -1.21798 3.50159 0.95744
Br -5.73153 1.95124 -1.30355
C -5.87705 0.03275 -1.57223
C -4.69633 -0.62840 -0.91234
Br -3.04912 -0.34310 -1.92109
H -5.93429 -0.13260 -2.64191
H -6.80675 -0.28271 -1.10623
H -4.82779 -1.70618 -0.85382
H -4.51168 -0.23328 0.08056
Br 1.63390 0.53979 -4.68130
C -0.13457 1.29707 -4.93676
C -0.08997 2.78522 -5.15846
Br 0.24302 3.77883 -3.50935
H -0.71761 1.01879 -4.06533
H -0.53932 0.79456 -5.81173
H -1.05343 3.14050 -5.51556
H 0.68531 3.08425 -5.85406
Br -1.19954 -2.24653 -5.97704
C 0.58519 -3.02439 -5.84492
C 0.87737 -3.94979 -6.99140
Br -0.03463 -5.65640 -6.79138
H 0.63772 -3.52048 -4.88233
H 1.26712 -2.17803 -5.85434
H 1.93721 -4.18844 -7.02263
H 0.57176 -3.54126 -7.94797
Br 5.86596 -3.75669 -6.78862
C 5.41381 -5.40582 -7.71792
C 5.14656 -5.16887 -9.17900
Br 3.40242 -4.35869 -9.47724
H 4.56332 -5.83466 -7.20040
H 6.27763 -6.05400 -7.59345
H 5.12029 -6.11174 -9.71914
H 5.87701 -4.51007 -9.63412
Br -1.53972 -4.58322 -1.48346
C -0.19680 -3.93754 -0.23384
C -0.25921 -2.44271 -0.09068
Br 0.51784 -1.53867 -1.62863
H 0.76462 -4.28433 -0.59482
H -0.42485 -4.41952 0.71338
H 0.32619 -2.11307 0.76447
H -1.27687 -2.07868 0.00424
Br 8.79960 -1.89837 -3.12982
C 8.57133 -0.61065 -4.56887
C 7.35426 0.24689 -4.36137
Br 5.72952 -0.73473 -4.78400
H 8.52266 -1.17639 -5.49302
H 9.47378 -0.00325 -4.55647
H 7.36349 1.09557 -5.04122
H 7.25537 0.60197 -3.34194
Br -0.88858 0.77772 5.84771
C 0.25464 1.57162 4.49827
C -0.58671 2.35573 3.53253
Br -1.55612 1.15132 2.33408
H 0.80919 0.76687 4.02859
H 0.94403 2.22836 5.02243
H 0.02732 2.98734 2.89368
H -1.33562 2.96257 4.03002
Br 12.41305 -2.29135 -6.51006
C 12.20597 -1.03062 -7.97523
C 11.00226 -0.15311 -7.77450
Br 9.34850 -1.10570 -8.15543
H 12.15093 -1.61215 -8.88816
H 13.11470 -0.43410 -7.97799
H 11.01763 0.68600 -8.46551
H 10.92504 0.21686 -6.75822
Br -4.82544 3.57607 2.33936
C -6.75573 3.84918 2.38348
C -7.11006 5.30968 2.33553
Br -6.79182 6.17964 4.04206
H -7.11268 3.35589 3.28064
H -7.13986 3.33123 1.50729
H -8.17190 5.43155 2.13780
H -6.53822 5.85527 1.59335
Br -4.46557 2.73126 9.74051
C -2.73075 2.05802 10.30558
C -2.03858 1.31691 9.19595
Br -2.79094 -0.45832 8.92735
H -2.90262 1.44152 11.18052
H -2.15912 2.93797 10.58953
H -0.99307 1.14516 9.44599
H -2.10298 1.83330 8.24577
Br -8.07659 -1.00270 5.62246
C -6.70381 -0.80632 6.99042
C -6.34705 0.63405 7.22412
Br -5.22642 1.33479 5.79657
H -5.85449 -1.39772 6.66816
H -7.12927 -1.24149 7.89097
H -5.75372 0.73603 8.12913
H -7.21530 1.28043 7.28563
Br -2.30817 -4.19965 9.88218
C -0.96199 -4.00326 11.27349
C -0.60143 -2.56222 11.51259
Br 0.54925 -1.86364 10.10848
H -0.11024 -4.60008 10.96871
H -1.40706 -4.43454 12.16643
H -0.02780 -2.46382 12.43075
H -1.47015 -1.91401 11.55509
*
```

Output
Energy, eV: -1719549.48337
Highest occupied orbital energy, Ha: -0.410
LUMO level, eV: -2.252

Entry 2:
ORCA calculation (the ωB97M-V functional and the def2-TZVPD basis) on a cluster of 7 separate species, C27H55NO12S in total.

```
! wB97M-V def2-TZVPD RIJCOSX def2/J DEFGRID3
* xyz 0 1
C 3.19064 2.20320 0.94105
O 3.38764 0.81792 1.18112
C 2.38564 0.03345 0.66594
O 1.11792 0.42129 1.24656
S 0.12189 -0.85485 1.45316
O 0.30337 -1.27845 2.80214
O -1.34924 -0.11445 1.44051
C -1.56839 0.81818 0.39261
O -1.62908 2.11339 0.92341
N -0.41262 2.81303 0.71566
O -0.16071 3.49623 1.62087
H 2.40176 2.62070 1.55057
H 2.96997 2.37939 -0.10907
H 4.10672 2.70653 1.20919
H 2.60271 -1.00398 0.89152
H 2.34236 0.15212 -0.41833
H -0.81981 0.74848 -0.38961
H -2.52770 0.59786 -0.05061
C 2.96355 -5.53182 4.37045
C 1.58915 -5.46414 3.70957
C 1.69972 -4.17651 2.90658
O 3.08057 -4.04944 2.53165
C 3.86530 -4.98727 3.27052
H 3.24836 -6.53298 4.69086
H 2.99262 -4.87353 5.24178
H 1.45151 -6.31770 3.04368
H 0.76168 -5.45194 4.41408
H 1.42601 -3.30432 3.50003
H 1.08244 -4.18768 2.00595
H 4.18371 -5.78594 2.59013
H 4.75465 -4.48674 3.65532
C -2.33930 6.17966 -3.23358
C -3.39577 5.37278 -2.48430
C -2.73750 4.00304 -2.40527
O -1.32538 4.23295 -2.35295
C -1.04931 5.59997 -2.66946
H -2.41884 7.25523 -3.08417
H -2.40579 5.97835 -4.30527
H -3.53650 5.78242 -1.48129
H -4.36481 5.34679 -2.97961
H -2.95691 3.40592 -3.29737
H -3.04491 3.43764 -1.52391
H -0.75121 6.11599 -1.74979
H -0.21852 5.64415 -3.37407
C -3.15910 -7.33268 5.23971
C -2.80662 -8.80186 5.02730
C -1.76777 -8.71222 3.91792
O -1.09385 -7.46337 4.09390
C -1.80915 -6.65943 5.03668
H -3.59355 -7.12050 6.21507
H -3.86387 -7.00245 4.47356
H -2.35604 -9.21297 5.93333
H -3.65813 -9.42491 4.75888
H -2.24054 -8.71447 2.92979
H -1.03770 -9.52134 3.95320
H -1.23687 -6.62890 5.97070
H -1.89443 -5.64317 4.65046
C -0.41180 8.54112 2.31107
C -0.11601 7.04825 2.41703
C 0.89162 6.84940 1.29502
O 1.61244 8.07990 1.17810
C 0.95488 9.09833 1.93558
H -0.80995 8.97789 3.22551
H -1.12772 8.72442 1.50633
H 0.34693 6.82667 3.38097
H -0.99606 6.41640 2.31063
H 0.38981 6.65017 0.34113
H 1.58987 6.03669 1.49375
H 1.55535 9.30862 2.82743
H 0.89473 10.00833 1.33772
C 4.53814 -3.50961 -1.86464
C 3.28611 -4.32689 -1.55922
C 2.20481 -3.25928 -1.60901
O 2.64030 -2.27704 -2.55392
C 4.01416 -2.50684 -2.88402
H 5.36837 -4.10262 -2.24447
H 4.87356 -2.99089 -0.96378
H 3.12022 -5.06744 -2.34515
H 3.32195 -4.84592 -0.60272
H 2.09002 -2.76929 -0.63552
H 1.23448 -3.65127 -1.91596
H 4.06303 -2.91060 -3.90106
H 4.55134 -1.55820 -2.86297
C -2.83753 2.29282 -7.69041
C -2.18991 1.00860 -7.18243
C -2.59716 1.01794 -5.71613
O -3.86609 1.67814 -5.64926
C -4.13834 2.31576 -6.90066
H -2.99727 2.30951 -8.76720
H -2.21981 3.15346 -7.42402
H -2.62465 0.14408 -7.68892
H -1.11064 0.97562 -7.32035
H -1.88156 1.58506 -5.11037
H -2.68845 0.01608 -5.29591
H -4.92373 1.75004 -7.41334
H -4.50542 3.32589 -6.71559
*
```

Output
Energy, eV: -65779.17444
Highest occupied orbital energy, Ha: -0.337
LUMO level, eV: 0.176

- Which value of energy does entry 2 give?
  -65779.17444 eV

- Which of these has the lowest LUMO level?
  C27H55Br24F3N